Record 1
A cluster of 9 separate species, C25H47Cl17F9OPS in total. Source: the Open Molecules 2025 dataset; level of theory: ωB97M-V with the def2-TZVPD basis set.

Its multiplicity is 1. The molar mass comes out at 1200.4 g/mol. As for the total charge: 0. Its max |F| is 0.03522 hartree/bohr. For the frontier orbital gap, the calculation gives 8.40 eV. The LUMO energy comes out at 0.1 eV. As for the structure (SMILES): CCOCP(Cl)CCCCC(F)(F)C(F)(F)S(F)(F)(F)(F)F.ClCCCl.ClCCCl.ClCCCl.ClCCCl.ClCCCl.ClCCCl.ClCCCl.ClCCCl. The calculation puts the total energy at -286197.990 eV.

The geometry in XYZ format:
```
101
Properties=species:S:1:pos:R:3:lowdin_charge:R:1
C -1.728 2.383 2.993 -0.094
C -2.380 1.200 2.291 -0.256
O -1.610 0.021 2.512 -0.286
C -1.022 -0.579 1.381 -0.451
P 0.665 -1.093 1.973 0.663
Cl 1.607 0.750 2.188 0.193
C 1.562 -1.835 0.537 -0.428
C 0.663 -2.393 -0.592 -0.254
C 1.598 -2.901 -1.716 -0.180
C 0.873 -3.487 -2.928 -0.091
C 0.730 -2.525 -4.093 -0.447
F -0.038 -1.444 -3.805 0.123
F 1.984 -2.018 -4.363 0.101
C 0.309 -3.161 -5.449 -0.430
F 0.259 -2.214 -6.392 0.141
F 1.283 -4.027 -5.806 0.115
S -1.313 -4.143 -5.457 0.787
F -1.833 -3.481 -4.127 -0.117
F -2.023 -3.004 -6.318 -0.137
F -0.862 -4.834 -6.833 -0.142
F -0.633 -5.346 -4.668 -0.135
F -2.651 -4.980 -5.516 -0.111
H -2.162 3.320 2.638 0.035
H -1.886 2.348 4.071 0.073
H -0.657 2.421 2.797 0.042
H -2.580 1.402 1.237 0.116
H -3.345 1.027 2.775 0.084
H -1.600 -1.472 1.117 0.085
H -0.938 0.099 0.526 0.092
H 2.213 -1.073 0.101 0.064
H 2.200 -2.653 0.870 0.073
H 0.053 -1.597 -1.026 0.103
H 0.040 -3.206 -0.218 0.114
H 2.215 -3.686 -1.271 0.119
H 2.274 -2.083 -1.960 0.117
H 1.479 -4.314 -3.307 0.130
H -0.077 -3.934 -2.639 0.118
Cl -1.025 -10.245 -5.714 0.543
C 0.075 -8.846 -5.800 -0.673
C 1.495 -9.212 -5.454 -0.666
Cl 1.680 -9.634 -3.732 0.535
H -0.308 -8.073 -5.139 0.052
H 0.034 -8.475 -6.823 0.073
H 2.148 -8.361 -5.644 0.070
H 1.843 -10.055 -6.044 0.068
Cl -4.974 -0.947 4.290 0.549
C -3.801 -2.051 5.058 -0.648
C -2.792 -2.588 4.078 -0.654
Cl -3.528 -3.701 2.888 0.524
H -4.363 -2.849 5.537 0.065
H -3.285 -1.480 5.828 0.075
H -2.029 -3.152 4.611 0.077
H -2.311 -1.782 3.532 0.029
Cl -3.759 3.537 -5.348 0.550
C -3.914 1.862 -5.933 -0.666
C -5.282 1.584 -6.500 -0.667
Cl -6.544 1.592 -5.240 0.533
H -3.684 1.196 -5.106 0.068
H -3.161 1.727 -6.707 0.073
H -5.296 0.596 -6.956 0.072
H -5.557 2.318 -7.253 0.068
Cl -0.858 6.347 0.977 0.520
C -1.713 7.303 2.210 -0.671
C -1.064 7.195 3.562 -0.658
Cl -1.202 5.559 4.248 0.574
H -2.745 6.964 2.232 0.025
H -1.698 8.342 1.884 0.076
H -1.551 7.880 4.255 0.072
H -0.005 7.439 3.518 0.066
Cl -4.020 5.254 0.482 0.563
C -5.093 5.261 -0.940 -0.649
C -4.352 5.648 -2.194 -0.676
Cl -3.842 7.357 -2.167 0.537
H -5.915 5.944 -0.741 0.068
H -5.496 4.255 -1.043 0.074
H -5.003 5.524 -3.058 0.060
H -3.466 5.037 -2.339 0.060
Cl 3.179 3.158 4.282 0.498
C 4.375 2.243 5.236 -0.644
C 5.339 1.480 4.363 -0.660
Cl 4.582 0.117 3.491 0.503
H 3.836 1.588 5.911 0.022
H 4.926 2.972 5.829 0.075
H 6.134 1.054 4.974 0.058
H 5.786 2.138 3.621 0.058
Cl 4.403 -0.939 6.913 0.579
C 5.643 -1.852 7.810 -0.652
C 6.644 -2.499 6.887 -0.666
Cl 5.921 -3.812 5.927 0.542
H 5.137 -2.590 8.427 0.068
H 6.150 -1.144 8.464 0.072
H 7.450 -2.939 7.473 0.072
H 7.072 -1.776 6.196 0.064
Cl 1.520 4.448 -0.751 0.526
C 2.843 5.577 -0.374 -0.665
C 4.081 4.859 0.099 -0.652
Cl 3.849 4.099 1.695 0.515
H 2.479 6.277 0.375 0.058
H 3.063 6.128 -1.287 0.072
H 4.899 5.571 0.201 0.070
H 4.381 4.083 -0.600 0.066
```

=====

Record 2
A structure of composition C35H37AsFeN5OS2Se. Source: the Open Molecules 2025 dataset; level of theory: ωB97M-V with the def2-TZVPD basis set.

Its multiplicity is 6. The energy above the lowest of the compared OMol25 structures with the same formula, charge and spin comes out at 0.000 eV. The molar mass comes out at 817.6 g/mol. As for the total charge: -2. Its max |F| is 0.01223 hartree/bohr. For the frontier orbital gap (alpha / beta), the calculation gives 6.25 / 5.96 eV. The LUMO energy (alpha / beta) comes out at 4.0 / 3.9 eV. The calculation puts the total energy at -228637.922 eV.

The geometry in XYZ format:
```
83
Properties=species:S:1:pos:R:3:lowdin_spin:R:1
Fe -0.806 0.118 -0.281 4.146
S -0.456 2.653 -0.472 0.178
C -2.117 2.973 -0.764 0.020
S -3.120 1.585 -0.756 0.131
C -2.611 4.255 -1.015 0.011
C -3.987 4.483 -1.281 0.005
N -5.098 4.707 -1.506 0.005
C -1.772 5.400 -1.012 0.006
N -1.122 6.356 -1.027 0.005
C -2.634 -3.935 -1.276 0.002
As -3.098 -2.086 -1.048 0.010
C -3.659 -1.855 0.768 0.000
C -4.611 -1.717 -2.178 0.003
O -1.876 -1.088 -1.527 0.074
H -3.543 -4.537 -1.260 0.000
H -1.953 -4.245 -0.479 0.000
H -2.122 -4.049 -2.230 0.000
H -4.564 -2.442 0.930 0.000
H -3.840 -0.794 0.940 0.000
H -2.855 -2.187 1.423 0.000
H -5.434 -2.402 -1.974 0.000
H -4.289 -1.811 -3.214 0.000
H -4.908 -0.685 -1.989 0.000
Se 0.261 -4.937 1.173 0.000
C -0.090 -3.224 0.735 0.001
N -0.330 -2.120 0.470 0.044
N -4.227 0.618 9.204 0.001
C -3.815 0.575 8.130 0.000
C -3.304 0.519 6.794 0.002
C -3.870 1.308 5.790 0.000
C -3.379 1.248 4.502 0.002
C -2.311 0.398 4.176 0.002
C -1.750 -0.387 5.197 0.002
C -2.237 -0.329 6.486 0.000
C -1.818 0.329 2.846 0.033
C -1.419 0.255 1.698 0.074
H -4.693 1.968 6.031 0.000
H -3.806 1.862 3.720 0.000
H -0.926 -1.043 4.949 0.000
H -1.799 -0.938 7.265 0.000
C -1.284 0.901 -5.232 -0.001
C -0.020 0.464 -4.537 0.001
C 1.109 0.080 -5.263 0.011
C 2.263 -0.281 -4.581 0.000
C 3.502 -0.693 -5.337 0.000
C 2.292 -0.270 -3.192 0.013
C 1.169 0.095 -2.416 0.013
C 0.022 0.473 -3.159 0.016
N 1.084 0.096 -1.049 0.146
C 2.283 0.082 -0.204 0.015
C 3.229 1.251 -0.556 0.003
C 4.443 1.277 0.377 0.001
C 5.189 -0.058 0.286 0.000
C 4.261 -1.200 0.713 0.001
C 3.792 -0.966 2.150 0.000
C 3.036 0.363 2.214 0.001
C 3.976 1.502 1.816 0.000
C 1.843 0.317 1.256 0.007
C 3.047 -1.258 -0.221 0.004
H -1.187 0.821 -6.317 0.000
H -1.524 1.936 -4.984 0.000
H -2.133 0.292 -4.915 0.000
H 1.088 0.074 -6.349 0.001
H 3.335 -0.653 -6.414 0.000
H 3.802 -1.712 -5.079 0.000
H 4.344 -0.037 -5.101 0.000
H 3.215 -0.572 -2.720 0.001
H -0.864 0.820 -2.639 0.002
H 2.657 2.180 -0.468 0.000
H 3.567 1.189 -1.591 0.000
H 5.111 2.092 0.077 0.000
H 6.078 -0.035 0.928 0.000
H 5.532 -0.222 -0.742 0.000
H 4.800 -2.152 0.654 0.000
H 4.651 -0.947 2.833 0.000
H 3.138 -1.786 2.461 0.000
H 2.661 0.531 3.229 0.000
H 4.836 1.540 2.496 0.000
H 3.452 2.460 1.890 0.000
H 1.283 1.255 1.315 0.001
H 1.173 -0.486 1.563 0.002
H 2.365 -2.046 0.099 0.000
H 3.378 -1.522 -1.227 0.000
```

=====

Record 3
A cluster of 2 separate species, C4H10N2O2 in total. Source: the Open Molecules 2025 dataset; level of theory: ωB97M-V with the def2-TZVPD basis set.

Its multiplicity is 1. The energy above the lowest of the compared OMol25 structures with the same formula, charge and spin comes out at 1.414 eV. The molar mass comes out at 118.1 g/mol. As for the total charge: 0. Its max |F| is 0.07022 hartree/bohr. For the frontier orbital gap, the calculation gives 10.40 eV. The LUMO energy comes out at 0.8 eV. As for the structure (SMILES): CC(N)=O.CC(N)=O. The calculation puts the total energy at -11385.489 eV.

The geometry in XYZ format:
```
18
Properties=species:S:1:pos:R:3:lowdin_charge:R:1
C 1.158 1.917 0.390 0.023
C 0.410 1.358 1.659 -0.571
N -0.449 2.180 2.336 0.109
O 0.844 0.405 2.263 0.021
H 2.143 1.535 0.446 0.072
H 1.017 2.923 0.184 0.044
H 0.673 1.470 -0.459 0.054
H -0.934 1.941 3.227 0.121
H -0.561 3.176 2.019 0.114
C -1.498 -1.451 -0.768 -0.024
C -0.377 -1.424 -1.693 -0.709
N 0.179 -2.602 -1.907 0.160
O -0.059 -0.437 -2.285 0.055
H -2.402 -1.765 -1.392 0.120
H -1.516 -0.383 -0.393 0.101
H -1.525 -2.071 0.112 0.072
H 0.703 -2.648 -2.773 0.122
H -0.154 -3.367 -1.326 0.115
```

=====

Q: Which of these has the lowest max |F|?
A: C35H37AsFeN5OS2Se